[1]
C21H29BiN8O3S3 | ωB97M-V with the def2-TZVPD basis set

HOMO energy in eV: -13.6
Calculated total energy in Ha: -2890.0119

Structure (ORCA input):
```
! wB97M-V def2-TZVPD RIJCOSX def2/J DEFGRID3
* xyz 2 1
Bi 0.45263 -0.98406 -0.08270
C -3.85087 -0.40194 1.58938
C -2.47056 -0.86824 1.28062
N -1.71529 -0.30774 0.40596
N -2.17374 0.81177 -0.24005
C -1.27022 1.34447 -1.01116
O -0.06618 0.85586 -1.16329
C -1.60242 2.56617 -1.76556
C -0.61195 3.21846 -2.49949
C -0.91028 4.37823 -3.19496
C -2.20136 4.88797 -3.16559
C -3.19265 4.23888 -2.44016
C -2.89798 3.08231 -1.74005
C -1.90636 -2.03043 2.00827
C -2.70374 -2.84690 2.79316
C -2.13230 -3.94695 3.41704
C -0.78416 -4.19802 3.23700
C -0.05244 -3.32915 2.44360
N -0.59424 -2.26276 1.85798
H -4.06186 0.52893 1.07691
H -3.97004 -0.26788 2.66505
H -4.57460 -1.15451 1.26725
H 0.39691 2.82418 -2.51455
H -0.13868 4.88792 -3.75587
H -2.43583 5.79396 -3.70815
H -4.19698 4.63887 -2.41944
H -3.66316 2.57449 -1.17027
H -3.75786 -2.64113 2.90435
H -2.73869 -4.60296 4.02651
H -0.30066 -5.04947 3.69363
H 1.00382 -3.49581 2.26890
C 4.49256 -0.88255 1.02055
C 4.37044 0.58481 0.62900
S 2.90665 0.94301 -0.38272
C 2.18882 2.38876 0.43388
C 1.77157 2.20555 1.88558
S 0.63833 0.81487 2.18855
C 1.46244 -0.05304 3.55544
C 2.89067 -0.53324 3.33293
S 3.08157 -1.61699 1.89091
H 5.38842 -1.02010 1.62714
H 4.61480 -1.51105 0.13710
H 5.25567 0.86578 0.05853
H 4.34810 1.23010 1.50498
H 1.33025 2.64405 -0.18735
H 2.89153 3.22035 0.37147
H 1.26127 3.10858 2.22148
H 2.63554 2.06911 2.53245
H 0.79750 -0.88644 3.77922
H 1.43138 0.61592 4.41675
H 3.20459 -1.08056 4.22209
H 3.57862 0.30276 3.22765
N 1.67249 -0.42585 -3.09884
N 0.73939 -0.85737 -4.04601
C -0.25482 -1.68731 -3.70217
N -1.06745 -2.12731 -4.65085
N -0.33481 -1.96770 -2.38717
N -1.22850 -2.87508 -1.93672
O -1.95174 -3.53804 -2.63819
O -1.19127 -2.98682 -0.70421
H 1.51132 0.55194 -2.87670
H 2.60709 -0.55623 -3.46937
H 0.78087 -0.50273 -4.99237
H -0.91498 -1.88574 -5.61622
H -1.78650 -2.79595 -4.41112
*
```

Results of the Mulliken charge analysis, in e, for atoms 1 through 4:
1 Bi 1.28
2 C -1.82
3 C 0.84
4 N 1.06


[2]
C21H29ClN2O2 | ωB97M-V with the def2-TZVPD basis set

HOMO energy in eV: -8.7
Calculated total energy in Ha: -1537.8598

Structure (ORCA input):
```
! wB97M-V def2-TZVPD RIJCOSX def2/J DEFGRID3
* xyz 0 1
O 0.25648 -0.89262 1.09983
C -0.40629 -0.10334 0.46313
N -1.65583 0.26683 0.82704
H -2.20721 0.82791 0.19788
C -2.35638 -0.36623 1.91652
H -1.60330 -0.89049 2.50863
H -2.83544 0.40213 2.53145
C -3.41204 -1.36806 1.41621
C -4.50186 -0.66506 0.66149
C -5.56623 -0.09494 1.35307
C -6.56983 0.59393 0.69821
C -6.52836 0.72876 -0.67926
C -5.48196 0.17332 -1.39237
C -4.48065 -0.51182 -0.72229
Cl -3.18918 -1.19292 -1.66795
H -5.43676 0.26769 -2.46617
H -7.30812 1.26196 -1.20063
H -7.38485 1.02275 1.26086
H -5.60189 -0.20358 2.42722
H -3.83708 -1.87912 2.28074
H -2.91992 -2.10588 0.78236
C 0.08537 0.56740 -0.82275
C 1.52452 0.15370 -1.11415
N 2.47975 0.75231 -0.20657
C 2.27462 1.88198 0.50156
O 3.13670 2.37699 1.20816
C 0.90009 2.53147 0.43490
C 0.04297 2.09150 -0.73988
H -0.97636 2.46626 -0.62254
H 0.44085 2.50486 -1.66997
H 0.40377 2.27751 1.37642
H 1.05332 3.61220 0.43395
C 3.77735 0.09236 -0.08085
C 3.61707 -1.31430 0.50502
C 4.89136 -1.83035 1.16499
C 6.10176 -1.87748 0.23150
H 5.84075 -2.39280 -0.69436
C 6.67166 -0.49194 -0.07963
H 6.56494 0.13259 0.80881
H 7.74300 -0.58031 -0.27674
C 6.04240 0.21768 -1.28264
C 4.52289 0.07283 -1.42068
H 4.28736 -0.85364 -1.94928
H 4.16697 0.89936 -2.04040
H 6.29194 1.27821 -1.20824
H 6.49974 -0.15910 -2.20112
H 6.87968 -2.46714 0.72318
H 5.13281 -1.20358 2.02602
H 4.69446 -2.83856 1.53816
H 3.32693 -2.01545 -0.28200
H 2.81357 -1.29330 1.24391
H 4.32501 0.71734 0.63003
H 1.77372 0.43110 -2.14823
H 1.60506 -0.93113 -1.02054
H -0.55278 0.21076 -1.63970
*
```

Results of the Mulliken charge analysis, in e, for atoms 1 through 4:
1 O -0.70
2 C 0.05
3 N 0.02
4 H 0.29


[3]
C21H29ClN2O4Tl | ωB97M-V with the def2-TZVPD basis set

HOMO energy in eV: -1.7
Calculated total energy in Ha: -1860.7476

Structure (ORCA input):
```
! wB97M-V def2-TZVPD RIJCOSX def2/J DEFGRID3
* xyz -1 1
Tl 0.41280 -0.34273 0.26480
Cl 1.33251 -2.54847 0.21521
N -1.43512 -0.79154 1.41727
N 1.89449 0.79331 -0.93917
C -2.14160 -1.87251 1.11111
C 2.18426 0.54861 -2.20579
C -1.68947 -0.39955 2.82660
C -2.37622 -1.65661 3.35380
C -2.52810 0.86065 2.80354
C -0.41393 -0.11894 3.58234
H -3.23949 0.82917 1.96854
H -1.87244 1.73374 2.67923
H -3.05708 0.94684 3.76042
H 0.12735 -1.05367 3.75470
H -0.62970 0.36081 4.54601
H 0.24618 0.55664 3.02757
C 2.97699 1.59899 -0.31823
C 3.70057 2.12172 -1.54916
C 3.87508 0.69056 0.48607
C 2.35412 2.65261 0.58487
H 1.60077 3.21650 0.02573
H 3.14338 3.32471 0.94098
H 1.89177 2.17378 1.46201
H 4.25613 -0.13548 -0.12933
H 3.26766 0.26717 1.31905
H 4.70612 1.27100 0.90134
O 3.24467 1.20406 -2.65782
H 4.79466 2.07448 -1.49857
H 3.37816 3.14124 -1.78745
O -2.78716 -2.40869 2.13473
H -3.24476 -1.45634 3.99590
H -1.66832 -2.30912 3.89334
C -2.18743 -2.50681 -0.24605
C 1.41921 -0.39381 -3.08454
C -0.06300 -0.49976 -2.74033
H 1.88447 -1.39487 -2.95910
H 1.56922 -0.06828 -4.12457
C -0.53438 -1.51651 -1.90827
C -1.82224 -1.54168 -1.36877
H 0.18718 -2.29315 -1.57023
C -2.75999 -0.63680 -1.87571
C -2.32296 0.28500 -2.82491
C -4.18219 -0.63467 -1.39021
C -1.00107 0.40905 -3.24450
H -3.06597 0.95825 -3.26238
C -0.58563 1.50509 -4.18243
H -1.48058 2.00438 -4.56883
H -0.01585 1.11640 -5.03670
H 0.03445 2.26603 -3.68350
H -4.62228 -1.64123 -1.40373
H -4.78198 0.00928 -2.04356
H -4.27465 -0.24277 -0.36391
H -3.19777 -2.92613 -0.39206
H -1.44963 -3.33369 -0.22603
O 3.95815 -1.25816 3.14485
C 2.73122 -1.05515 3.11040
O 2.07244 -0.19250 2.41538
H 2.18700 -1.69045 3.86007
*
```

Results of the Mulliken charge analysis, in e, for atoms 1 through 4:
1 Tl 0.86
2 Cl -0.53
3 N -0.28
4 N -0.14


[4]
C21H29FeN4O4S | ωB97M-V with the def2-TZVPD basis set

HOMO energy (alpha / beta) in eV: -13.9 / -13.7
<S²>: 8.7894
Calculated total energy in Ha: -2999.0620

Structure (ORCA input):
```
! wB97M-V def2-TZVPD RIJCOSX def2/J DEFGRID3
* xyz 2 6
Fe -0.14062 -0.41006 0.51084
C -1.95727 1.78463 0.20977
C -2.22309 0.48237 -0.22961
C -2.66453 -0.48258 0.68425
C -2.86989 -0.13022 2.01890
C -2.64846 1.17436 2.43447
C -2.18219 2.12681 1.53569
H -1.61643 2.52792 -0.49887
H -2.12717 0.22661 -1.27636
H -2.90698 -1.48025 0.34103
H -3.23938 -0.87213 2.71507
H -2.84948 1.45586 3.46016
H -2.00788 3.14264 1.86460
N 0.73373 -2.20147 1.29452
C 0.91761 -3.37633 0.40467
C 1.57033 -2.97097 -0.91080
C 0.66278 -2.13095 -1.80110
O 0.69036 -2.23325 -3.01133
O -0.13925 -1.32175 -1.16104
H 1.65558 -1.88022 1.59748
H 0.26218 -2.50114 2.14369
H -0.05979 -3.82153 0.21839
H 1.53296 -4.12861 0.90092
H 1.87169 -3.85226 -1.47360
H 2.48347 -2.40151 -0.70487
O 2.54369 -0.24082 2.87977
C 1.45697 0.32133 2.99887
O 0.55986 0.46183 2.11587
C 1.10562 0.89820 4.37685
N 2.35679 0.78733 5.21774
C 2.03339 0.00971 6.47303
C 0.52218 0.12797 6.59028
C 0.04842 0.09057 5.13757
H 0.83174 1.94728 4.28514
H 2.74887 1.70074 5.43267
H 3.01720 0.28341 4.59203
H 2.59067 0.42803 7.30628
H 2.35759 -1.01567 6.30796
H 0.25010 1.07418 7.06101
H 0.10516 -0.67517 7.19343
H -0.94167 0.51780 5.00234
H 0.02408 -0.93765 4.76942
N 0.82690 3.17006 -4.55888
C 0.26090 1.95570 -4.50085
S 0.00711 1.06971 -3.15054
N -0.13974 1.50020 -5.77934
C -0.46632 0.24614 -6.16062
C -0.07276 -0.92090 -5.43805
C -0.51758 -2.14751 -5.86055
C -1.29612 -2.25776 -7.01228
C -1.63646 -1.11276 -7.77195
C -1.21847 0.11591 -7.36968
H 1.14510 3.58254 -3.69817
H 1.10206 3.61465 -5.41956
H -0.24454 2.21134 -6.49395
H 0.58829 -0.86373 -4.58750
H -0.21977 -3.02651 -5.30634
H -1.62198 -3.23142 -7.35330
H -2.23484 -1.22138 -8.66554
H -1.48891 1.00715 -7.92284
*
```

Results of the Mulliken charge analysis, in e, for atoms 1 through 4:
1 Fe 0.61
2 C 0.01
3 C -1.30
4 C -0.13